No. 1
Density functional theory data (ωB97M-V/def2-TZVPD) for a 5-piece molecular cluster, C26H32B2O overall.

The geometry in ORCA input format:
```
! wB97M-V def2-TZVPD RIJCOSX def2/J DEFGRID3
* xyz 0 1
C -0.82765 -0.21844 -0.89793
C -1.07357 0.32366 -2.15222
C -1.52358 1.63156 -2.26836
C -1.72812 2.39908 -1.12965
C -1.48532 1.85518 0.12333
C -1.03552 0.54727 0.24069
H -0.47406 -1.23789 -0.81041
H -0.91310 -0.27585 -3.03953
H -1.71417 2.05370 -3.24697
H -2.07585 3.42064 -1.21710
H -1.64948 2.45141 1.00998
H -0.84503 0.12458 1.21955
C 2.86074 -3.67498 -3.24650
C 2.61136 -3.13088 -4.49808
C 2.17271 -1.81863 -4.61155
C 1.97807 -1.05189 -3.47212
C 2.22057 -1.59765 -2.21820
C 2.66507 -2.90742 -2.10511
H 3.20210 -4.69879 -3.15858
H 2.74833 -3.73043 -5.38895
H 1.97223 -1.39934 -5.58932
H 1.63272 -0.02942 -3.55780
H 2.06199 -0.99931 -1.33014
H 2.85494 -3.33231 -1.12757
C 0.60361 1.46297 6.93086
C 0.81657 0.13602 7.27659
C 1.94870 -0.22005 7.99653
C 2.86764 0.75064 8.36952
C 2.65553 2.07759 8.02159
C 1.52339 2.43348 7.30238
H -0.27968 1.74170 6.36980
H 0.10035 -0.62135 6.98451
H 2.11492 -1.25499 8.26681
H 3.75005 0.47301 8.93170
H 3.37364 2.83431 8.31059
H 1.35807 3.46799 7.02934
C -2.18857 -3.46038 -7.28821
C -1.85315 -2.89504 -6.06486
C -0.92500 -3.51880 -5.24360
C -0.33423 -4.70919 -5.64502
C -0.67114 -5.27679 -6.86538
C -1.59849 -4.65095 -7.68816
H -2.91086 -2.97227 -7.93010
H -2.31647 -1.96768 -5.75196
H -0.65474 -3.07845 -4.29181
H 0.39081 -5.19091 -5.00153
H -0.21112 -6.20606 -7.17675
H -1.86147 -5.09188 -8.64123
B 0.67512 3.25565 2.99782
B -0.74898 4.16585 2.92089
O -0.79833 5.47066 2.48181
C -2.12150 3.54611 3.38759
C -3.37238 4.02824 2.63330
H 1.23856 2.84726 2.02932
H 1.12816 2.97891 4.06999
H 0.02157 5.96200 2.58844
H -2.18221 3.87055 4.43686
H -2.08585 2.45216 3.41037
H -3.21558 5.02181 2.21344
H -3.62649 3.35095 1.81769
H -4.24581 4.08305 3.28336
*
```

SMILES string: c1ccccc1.c1ccccc1.c1ccccc1.c1ccccc1.BB(O)CC
gap between HOMO and LUMO: 0.328 Eh
E_LUMO: -0.009 Ha
E_HOMO: -9.2 eV
electronic energy: -30880.7908 eV

---

No. 2
Density functional theory data (ωB97M-V/def2-TZVPD) for C26H32BCuN6S as an isolated structure in a non-equilibrium geometry.

The geometry in ORCA input format:
```
! wB97M-V def2-TZVPD RIJCOSX def2/J DEFGRID3
* xyz -1 2
Cu -1.62483 -0.01827 0.00985
S -2.02156 -2.11033 -0.67403
C -0.60929 -2.19477 -1.71556
N -0.29498 -3.29837 -2.30074
N 0.75486 -3.33542 -3.17591
C 1.28333 -2.36797 -4.05397
C 2.56050 -2.58572 -4.57103
C 3.12530 -1.68775 -5.47135
C 2.42599 -0.56003 -5.87454
C 1.13909 -0.36000 -5.38091
C 0.56563 -1.25097 -4.48635
N 0.28794 -1.10669 -1.91264
N 0.09556 -0.15397 -1.20692
C 1.12582 0.84922 -1.29669
C 0.95481 1.97337 -0.50545
C 1.94631 2.94378 -0.46129
C 3.10415 2.78709 -1.20952
C 3.26424 1.66430 -2.01745
C 2.27895 0.69393 -2.06474
H 1.11931 -4.25828 -3.26291
H 3.11638 -3.46286 -4.25075
H 4.12523 -1.87115 -5.84781
H 2.87108 0.14988 -6.56334
H 0.56711 0.50413 -5.69900
H -0.44033 -1.08149 -4.12348
H 0.04227 2.08046 0.07859
H 1.81258 3.81741 0.16217
H 3.88417 3.53936 -1.16360
H 4.16602 1.54308 -2.60689
H 2.38467 -0.19078 -2.68412
C 2.81243 -1.84140 1.43000
C 1.79495 -1.20767 2.35114
C 2.14337 -0.81903 3.64599
C 1.17877 -0.23424 4.45087
C 1.51245 0.16041 5.87208
C -0.11275 0.00291 3.96806
C -0.49677 -0.32392 2.64233
C 0.51281 -0.98460 1.89408
N -1.68373 -0.02745 1.97613
C -3.03503 0.16887 2.58593
C -3.15723 0.17121 4.12029
C -3.61374 1.50384 2.10410
C -3.93882 -0.96456 2.08372
H 3.55149 -2.42058 1.98897
H 3.34891 -1.07314 0.86249
H 2.32948 -2.50352 0.70461
H 3.15144 -0.98463 4.02023
H 2.57351 0.01664 6.08573
H 0.94121 -0.43791 6.58581
H 1.26744 1.20900 6.05762
H -0.78454 0.50048 4.64341
H 0.24513 -1.36465 0.91884
H -2.67757 1.03991 4.57337
H -2.76817 -0.74491 4.57341
H -4.22373 0.23391 4.35676
H -2.94302 2.32152 2.38597
H -4.59839 1.68467 2.55693
H -3.73129 1.52104 1.02169
H -3.53405 -1.93570 2.38891
H -4.01077 -0.95220 0.99261
H -4.95020 -0.85428 2.49385
B -3.74854 3.52270 -2.20377
C -3.07129 2.20531 -1.62480
N -2.58020 1.25329 -1.20054
H -3.92496 4.25976 -1.24203
H -2.97821 4.02681 -3.00836
H -4.81069 3.22090 -2.72605
*
```

energy relative to the best compared isomer or geometry (same formula, charge and spin): 72.29 kJ/mol
gap between HOMO and LUMO (spin up / spin down): 0.238 / 0.218 Eh
E_LUMO (spin up / spin down): 0.063 / 0.054 Ha
expectation value of S²: 0.760
E_HOMO (spin up / spin down): -4.8 / -4.5 eV
electronic energy: -92573.1813 eV

---

No. 3
Density functional theory data (ωB97M-V/def2-TZVPD) for a 2-piece molecular cluster, C26H32BF3O2 overall in a non-equilibrium geometry.

The geometry in ORCA input format:
```
! wB97M-V def2-TZVPD RIJCOSX def2/J DEFGRID3
* xyz 0 1
C 0.59987 5.44738 2.27671
C 0.87574 4.17111 1.48541
C 1.26854 4.60671 0.07276
C 1.93466 3.13589 2.12911
C 3.37388 3.27820 1.64774
C 1.91124 3.24274 3.65425
O 1.47640 1.85969 1.73146
B 0.10736 2.04720 1.34170
C -0.04855 1.65403 -0.26695
C -0.88913 2.40906 -1.07217
C -1.24651 1.95594 -2.34987
C -0.70897 0.75869 -2.80903
C -1.26250 0.16279 -4.07178
F -0.29103 -0.46513 -4.81374
F -2.23402 -0.77292 -3.77962
F -1.83315 1.09369 -4.87997
C 0.29206 0.10315 -2.09086
C 0.64771 0.58546 -0.82508
C -0.90614 0.96942 2.16350
C -2.21155 1.59253 2.56284
O -0.31222 3.41435 1.48052
H 1.48235 6.09859 2.23300
H -0.23205 5.98065 1.79455
H 0.35146 5.23874 3.32499
H 2.02142 5.40520 0.13844
H 1.67950 3.78611 -0.52758
H 0.38259 5.02142 -0.42483
H 3.75992 4.26206 1.94583
H 3.98322 2.49689 2.12693
H 3.43398 3.18082 0.55607
H 2.39417 4.17886 3.96871
H 0.88071 3.22585 4.03861
H 2.46574 2.39815 4.08238
H -1.34481 3.33603 -0.72589
H -1.95842 2.52615 -2.94748
H 0.78068 -0.78194 -2.48727
H 1.42130 0.07105 -0.25605
H -1.03044 0.11853 1.48579
H -0.34798 0.62719 3.03858
H -2.73454 0.94182 3.27015
H -2.07110 2.54272 3.09741
H -2.84862 1.75890 1.68418
C 0.41178 -4.83564 0.75600
C 0.30086 -6.26173 1.41813
C -1.09906 -6.69956 1.10227
C -1.66223 -5.86054 0.16547
C -0.78694 -4.78181 -0.14506
C -0.85891 -4.08478 -1.38617
C -2.03357 -4.18454 -2.18298
C -1.99526 -3.81119 -3.51638
C -0.78978 -3.40565 -4.10707
C 0.32994 -3.15595 -3.31292
C 0.27685 -3.43461 -1.95375
H 0.35102 -4.06053 1.53958
H 1.35224 -4.69184 0.21014
H 0.99697 -6.92199 0.87968
H 0.59424 -6.26678 2.46929
H -1.52911 -7.62194 1.47293
H -2.62435 -6.00247 -0.32750
H -2.96221 -4.53616 -1.72353
H -2.90598 -3.86867 -4.11552
H -0.72183 -3.25444 -5.18391
H 1.24140 -2.76670 -3.76405
H 1.10113 -3.15623 -1.29811
*
```

energy relative to the best compared isomer or geometry (same formula, charge and spin): 449.37 kJ/mol
gap between HOMO and LUMO: 0.090 Eh
E_LUMO: -0.134 Ha
E_HOMO: -6.1 eV
electronic energy: -40403.8099 eV

---

No. 4
Density functional theory data (ωB97M-V/def2-TZVPD) for a 4-piece molecular cluster, C26H32ClI2N3O7Si overall in a non-equilibrium geometry.

The geometry in ORCA input format:
```
! wB97M-V def2-TZVPD RIJCOSX def2/J DEFGRID3
* xyz 0 1
C -4.50824 -0.83732 1.77545
C -3.05202 -0.70389 2.38963
I -2.53909 1.39931 2.61547
C -2.03846 -1.41439 1.41509
Si -0.64042 -2.37391 2.32471
I -1.44716 -3.57512 4.31739
C -0.04628 -3.71069 1.05414
C -0.56771 -5.14047 1.44953
O -0.31081 -6.06765 0.36730
C 0.78513 -1.15576 2.62481
C 1.28889 -1.01191 4.10909
C 2.74937 -1.56034 4.30386
Cl 2.78006 -3.29131 3.69065
H -4.76860 0.03812 1.14933
H -5.22647 -0.91048 2.62732
H -4.62645 -1.78431 1.20050
H -3.09185 -1.14538 3.40279
H -2.55183 -2.16794 0.76657
H -1.59335 -0.67757 0.70161
H 1.06038 -3.70084 0.93390
H -0.51203 -3.50621 0.05811
H -1.66919 -5.14984 1.61636
H 0.00505 -5.49770 2.33314
H -0.70722 -6.90413 0.62258
H 0.52886 -0.13908 2.23728
H 1.67264 -1.47546 2.01988
H 0.61382 -1.41514 4.88811
H 1.37193 0.08666 4.31519
H 3.48923 -0.94151 3.76301
H 2.95995 -1.61417 5.38917
O 6.51637 -5.10510 -3.44627
N 5.52928 -5.59060 -2.93308
O 4.80098 -6.39565 -3.47438
C 5.19336 -5.17347 -1.57213
C 5.98427 -4.22590 -0.93505
C 5.64902 -3.81529 0.34761
C 4.53563 -4.35365 0.98338
C 3.75654 -5.30905 0.33980
C 4.08325 -5.72302 -0.94422
H 6.85186 -3.80234 -1.42250
H 6.25431 -3.07249 0.85188
H 4.27118 -4.02674 1.98405
H 2.89094 -5.72841 0.83823
H 3.47000 -6.46406 -1.43884
O -4.58647 2.86760 -2.42158
N -4.59223 3.20654 -1.25468
O -4.84887 2.46946 -0.32779
C -4.26788 4.59778 -0.94619
C -4.00209 5.48140 -1.98341
C -3.71491 6.80653 -1.68932
C -3.69240 7.23612 -0.36757
C -3.95067 6.34124 0.66447
C -4.24071 5.01452 0.37802
H -4.01703 5.15627 -3.01505
H -3.51106 7.50561 -2.49026
H -3.47307 8.27256 -0.14080
H -3.92881 6.67917 1.69248
H -4.44295 4.32439 1.18649
O 0.22922 5.72547 -0.81930
N 1.07451 5.60008 -1.68158
O 2.15489 6.15167 -1.66810
C 0.76713 4.72889 -2.81559
C -0.47407 4.11057 -2.88189
C -0.77338 3.30295 -3.96993
C 0.16692 3.11641 -4.97660
C 1.41095 3.73205 -4.89602
C 1.71618 4.54363 -3.81202
H -1.21246 4.24921 -2.10314
H -1.74120 2.82099 -4.03459
H -0.07097 2.48959 -5.82779
H 2.14145 3.58193 -5.68059
H 2.68489 5.02154 -3.75813
*
```

SMILES string: C[C@H](I)C[Si@@](I)(CCO)CCCCl.O=[N+]([O-])c1ccccc1.O=[N+]([O-])c1ccccc1.O=[N+]([O-])c1ccccc1
gap between HOMO and LUMO: 0.326 Eh
E_LUMO: -0.022 Ha
E_HOMO: -9.5 eV
electronic energy: -82878.3315 eV